Record 1
{
  "formula": "C5H39O15",
  "method": "ωB97M-V with the def2-TZVPD basis set",
  "lumo_energy_ev": 2.62,
  "charge": -1,
  "homo_ha": -0.23437,
  "de_lowest_ev": 3.048,
  "elements": ["C", "O", "C", "C", "C", "C", "H", "H", "H", "H", "H", "H", "H", "H", "H", "H", "H", "H", "H", "O", "H", "H", "O", "H", "H", "O", "H", "H", "O", "H", "H", "O", "H", "H", "O", "H", "H", "O", "H", "H", "O", "H", "H", "O", "H", "H", "O", "H", "H", "O", "H", "H", "O", "H", "H", "O", "H", "H", "O"],
  "xyz": [[-1.091, 0.201, 0.883], [-1.412, 0.520, 2.178], [-0.308, -1.184, 0.921], [-0.078, -1.810, -0.391], [0.652, -3.183, -0.365], [2.184, -3.040, -0.573], [-1.995, 0.040, 0.242], [-0.522, 1.084, 0.654], [-1.117, -1.815, 1.573], [0.576, -1.237, 1.534], [0.549, -1.157, -1.025], [-0.850, -1.717, -1.236], [0.049, -3.910, -0.873], [0.350, -3.870, 0.451], [2.530, -2.038, -0.269], [2.468, -2.947, -1.649], [2.726, -3.757, -0.070], [2.691, 2.929, 1.326], [2.135, 1.907, 2.275], [3.001, 2.243, 1.847], [-1.596, 2.956, -1.251], [-0.283, 2.278, -1.933], [-1.221, 2.449, -2.004], [3.346, 0.471, 1.438], [2.583, -0.693, 1.036], [3.394, -0.297, 0.904], [-2.624, 0.766, -3.933], [-1.358, 1.735, -3.865], [-1.856, 1.101, -4.436], [1.725, -0.923, -3.868], [1.974, -2.398, -3.375], [2.390, -1.528, -3.570], [1.976, 2.912, -0.733], [1.878, 1.591, -1.432], [1.440, 2.499, -1.420], [-0.757, -0.622, 4.584], [-0.313, -1.069, 3.301], [-0.179, -1.302, 4.237], [-3.024, 0.742, 1.919], [-3.980, 0.801, 3.025], [-4.018, 0.479, 2.099], [-2.399, -2.761, 3.267], [-2.962, -1.721, 2.249], [-3.079, -2.632, 2.630], [-1.874, 0.379, -1.831], [-3.179, 0.117, -1.083], [-2.675, -0.142, -1.960], [0.116, 0.144, -4.992], [-0.556, -0.796, -4.031], [0.142, -0.826, -4.696], [3.134, -0.221, -0.700], [2.925, -0.430, -2.282], [2.862, 0.159, -1.591], [1.146, 0.898, 3.783], [-0.304, 1.145, 2.915], [0.813, 1.381, 3.159], [-0.172, 3.166, 2.511], [-1.477, 2.494, 2.159], [-1.063, 3.348, 2.293]],
  "forces_ev_per_a": [[1.4, -1.3, 0.8], [-1.0, 0.7, 2.3], [-4.2, -0.1, 1.2], [0.6, -0.4, -3.4], [-0.7, 0.1, 0.8], [-1.7, 1.9, -2.0], [0.8, 0.2, 0.5], [0.8, 0.1, -2.0], [2.0, 1.0, -1.7], [0.6, 0.6, 0.2], [0.9, 0.1, 0.8], [-0.4, -0.9, 2.1], [0.4, -0.1, -2.8], [0.9, 1.4, 1.6], [-0.4, -0.7, 0.4], [-0.2, -0.8, 0.8], [1.3, -1.6, 0.9], [-0.7, 2.2, -1.7], [0.9, 0.4, -0.2], [-0.4, -2.4, 2.2], [1.1, -0.6, -0.6], [0.8, 0.7, 1.1], [-1.7, 0.1, -0.2], [0.2, 2.1, 0.7], [-2.8, -1.6, 0.7], [2.7, -0.7, -0.8], [0.7, 0.5, 0.1], [-1.3, -0.6, -0.2], [0.3, 0.4, 0.1], [-1.3, 0.0, -0.6], [0.1, 1.3, -0.5], [1.5, -1.8, 0.6], [-0.4, 0.3, -0.2], [-0.3, 0.6, -0.4], [0.9, -1.1, 0.3], [-0.3, 0.2, 0.7], [0.2, -0.3, 0.0], [-0.1, 0.1, -0.5], [-1.4, -1.0, 0.4], [-0.6, -0.5, -0.6], [1.8, 1.2, 0.5], [0.9, 0.2, 0.7], [-0.3, -1.0, 0.8], [-0.9, 0.9, -1.4], [0.2, 0.4, -0.2], [1.2, -0.9, -2.8], [-1.8, 0.7, 2.5], [-0.2, -2.1, 0.4], [-0.3, -0.1, 0.0], [0.0, 2.3, -0.6], [0.0, 0.8, -1.4], [0.2, -2.6, -2.4], [-0.1, 2.6, 3.6], [2.6, -4.6, 5.8], [2.0, -0.8, -0.4], [-4.7, 4.6, -6.2], [1.4, -0.5, 0.5], [-0.1, -0.7, 0.0], [-1.4, 1.4, -0.6]]
}

Record 2
{
  "formula": "C5H3BrNO2",
  "method": "ωB97M-V with the def2-TZVPD basis set",
  "lumo_energy_ev": [1.85, 1.86],
  "charge": -1,
  "homo_ha": [-0.16989, -0.16994],
  "de_lowest_ev": 1.680,
  "elements": ["C", "C", "C", "C", "C", "N", "O", "O", "Br", "H", "H", "H"],
  "xyz": [[0.441, -0.079, -0.493], [1.616, 0.131, 0.177], [-0.025, -1.475, -0.713], [2.369, -1.071, 0.254], [-1.676, -3.305, 0.146], [-1.009, -1.896, -0.061], [-1.217, -3.926, 1.101], [-2.463, -3.520, -0.769], [4.253, -0.724, 0.130], [-0.221, 0.688, -0.504], [2.037, 1.099, 0.498], [0.589, -2.193, -1.155]],
  "forces_ev_per_a": [[1.5, -2.1, 2.1], [0.6, -0.3, -0.7], [-1.0, -1.0, 0.9], [0.4, -0.1, -0.1], [2.0, 0.2, -1.0], [-1.5, 1.4, 0.7], [-0.5, 0.4, -0.1], [-0.5, 0.0, 0.3], [0.1, 0.2, 0.2], [-2.1, 2.3, -0.7], [-0.5, -0.3, -0.3], [1.5, -0.8, -1.4]]
}

Record 3
{
  "formula": "C5H3ClO2",
  "method": "ωB97M-V with the def2-TZVPD basis set",
  "lumo_energy_ev": 0.80,
  "homo_ha": -0.32235,
  "de_lowest_ev": 4.071,
  "elements": ["C", "C", "C", "C", "C", "H", "H", "H", "O", "O", "Cl"],
  "xyz": [[-0.291, 0.672, 1.500], [-1.002, -1.176, 0.207], [-0.294, -0.298, -0.461], [0.777, 0.194, -1.545], [0.169, 0.856, 0.247], [-1.321, -2.183, 0.327], [1.584, -0.636, -1.346], [0.655, 0.206, -2.691], [-0.916, -0.544, 1.550], [0.857, 1.345, -0.803], [-0.218, 1.564, 3.015]],
  "forces_ev_per_a": [[0.4, 0.1, 0.6], [1.1, 1.8, 4.0], [1.5, 0.3, -3.5], [-0.8, -5.1, -1.1], [-2.2, -2.5, 0.2], [-0.3, -0.3, -0.6], [-0.7, 2.1, -0.3], [-0.2, 0.8, 2.0], [-1.3, -0.4, 0.0], [2.6, 4.0, 0.1], [0.0, -0.7, -1.3]]
}

Record 4
{
  "formula": "C5H3ClOS",
  "method": "ωB97M-V with the def2-TZVPD basis set",
  "lumo_energy_ev": 0.17,
  "homo_ha": -0.34171,
  "de_lowest_ev": 1.043,
  "elements": ["C", "C", "C", "C", "C", "H", "H", "H", "O", "S", "Cl"],
  "xyz": [[1.184, -0.141, -0.101], [0.575, -0.271, 1.077], [-0.909, -0.272, 0.752], [0.086, -0.049, -1.147], [-0.914, 0.826, -0.349], [1.007, -0.319, 2.084], [-1.645, -0.303, 1.558], [0.317, 0.102, -2.187], [-1.500, 1.845, -0.535], [-1.051, -1.433, -0.691], [2.852, 0.016, -0.463]],
  "forces_ev_per_a": [[0.0, 0.0, -0.1], [0.3, -0.1, 0.6], [-0.2, 0.1, 0.3], [0.1, -0.1, 0.0], [-0.4, 0.4, 0.1], [-0.2, 0.1, -0.6], [0.2, 0.0, -0.3], [0.1, 0.1, -0.2], [0.3, -0.5, 0.0], [0.0, 0.0, 0.1], [-0.2, 0.0, 0.0]]
}

Record 5
{
  "formula": "C5H3F",
  "method": "ωB97M-V with the def2-TZVPD basis set",
  "lumo_energy_ev": 0.78,
  "homo_ha": -0.30812,
  "smiles": "FC#CC1=CC1",
  "de_lowest_ev": 2.877,
  "elements": ["F", "C", "C", "C", "C", "C", "H", "H", "H"],
  "xyz": [[-3.602, -0.158, -0.110], [-2.338, -0.249, -0.216], [-1.168, -0.498, -0.268], [0.161, -0.167, -0.022], [0.866, 0.990, 0.098], [1.472, -0.375, 0.182], [0.810, 1.984, -0.034], [1.656, -1.033, 1.003], [2.143, -0.493, -0.633]],
  "forces_ev_per_a": [[-0.3, 0.0, -0.2], [-0.4, -0.5, 0.0], [-0.2, 0.2, 0.2], [-3.8, 5.4, -1.7], [-2.6, -6.1, 0.9], [5.1, -1.2, 0.2], [0.2, 3.1, 0.0], [1.2, 0.3, 1.3], [0.7, -1.2, -0.8]]
}

Record 6
{
  "formula": "C5H3F2N2O4",
  "method": "ωB97M-V with the def2-TZVPD basis set",
  "lumo_energy_ev": 3.48,
  "charge": -1,
  "homo_ha": -0.17859,
  "de_lowest_ev": 0.173,
  "elements": ["C", "C", "C", "C", "C", "N", "N", "O", "O", "O", "O", "F", "F", "H", "H", "H"],
  "xyz": [[-0.453, 0.516, -0.271], [1.330, -1.005, 0.238], [0.355, 2.845, -0.890], [-1.555, -0.241, -0.478], [-0.292, -1.492, 1.999], [0.881, 0.215, -0.166], [0.342, -1.930, 0.933], [0.163, 3.977, -0.605], [-0.720, 1.852, -0.404], [2.490, -1.311, 0.108], [1.285, 2.278, -1.458], [-1.739, -1.604, -0.399], [-1.199, -2.418, 2.329], [-2.576, 0.223, -0.692], [1.451, 0.866, -0.624], [0.238, -2.772, 0.380]],
  "forces_ev_per_a": [[-1.9, 1.3, -1.7], [0.4, 0.7, 0.7], [0.6, -1.8, 0.1], [-2.0, 0.8, -0.3], [0.2, 0.1, -0.3], [-2.0, -4.1, 2.4], [2.1, 1.8, -1.2], [-1.4, 1.8, 0.6], [0.2, 0.3, 0.5], [-0.3, -0.9, 0.1], [0.8, -0.4, -0.9], [0.5, 0.2, -0.3], [-0.2, -0.5, 0.2], [1.9, -0.4, 0.5], [1.6, 1.5, -1.2], [-0.6, -0.3, 0.5]]
}

Record 7
{
  "formula": "C5H3INO3",
  "method": "ωB97M-V with the def2-TZVPD basis set",
  "lumo_energy_ev": 2.73,
  "charge": -1,
  "homo_ha": -0.18040,
  "de_lowest_ev": 0.000,
  "elements": ["C", "C", "C", "C", "C", "N", "O", "O", "O", "I", "H", "H", "H"],
  "xyz": [[-0.226, 0.034, -0.303], [-2.603, -0.156, 2.793], [0.989, 0.529, -1.003], [-0.768, 0.730, 0.761], [1.913, -0.423, -1.787], [-3.286, -0.041, 3.719], [-0.702, 1.829, 1.201], [-1.874, -0.254, 1.749], [1.125, 1.744, -1.103], [-0.793, -2.059, -0.300], [1.246, -1.225, -2.133], [2.360, 0.209, -2.570], [2.619, -0.917, -1.024]],
  "forces_ev_per_a": [[0.0, -2.3, 0.8], [1.6, 0.9, -2.1], [-1.5, 0.8, -0.4], [0.4, 2.7, 0.6], [-0.6, -0.3, 1.9], [-0.4, -0.1, 0.7], [-0.2, -1.1, -0.3], [-0.6, -0.9, 0.4], [0.7, -0.4, 0.2], [0.5, 0.5, -0.4], [0.6, 0.2, -0.4], [0.2, -0.7, 0.4], [-0.7, 0.8, -1.4]]
}

Record 8
{
  "formula": "C5H3IrO3",
  "method": "ωB97M-V with the def2-TZVPD basis set",
  "lumo_energy_ev": [-14.33, -16.38],
  "charge": 3,
  "homo_ha": [-0.88089, -0.90715],
  "multiplicity": 6,
  "elements": ["C", "C", "O", "C", "C", "O", "C", "O", "Ir", "H", "H", "H"],
  "xyz": [[-0.278, 2.107, -0.790], [-0.568, 3.330, -1.048], [-0.699, 4.464, -1.329], [-0.672, 0.809, -0.254], [0.504, -0.081, -0.029], [0.514, -0.903, 0.881], [0.167, -4.839, 0.806], [0.723, -3.923, 1.185], [1.513, -2.135, 1.642], [-1.290, 0.872, 0.655], [-1.292, 0.292, -1.019], [1.377, 0.007, -0.699]],
  "forces_ev_per_a": [[-0.3, -2.2, 0.8], [-0.6, 6.5, -1.7], [0.3, -3.8, 1.0], [0.2, -0.4, -0.1], [0.3, 1.1, -1.1], [-3.9, 4.9, -2.4], [-1.0, -1.8, -0.6], [0.2, -0.8, 0.3], [4.9, -3.7, 3.8], [0.0, 0.3, -0.1], [-0.1, 0.0, -0.1], [-0.1, -0.1, 0.2]]
}

| no. | energy (hartree) |
| --- | --- |
| 1 | -1342.4738 |
| 2 | -2971.4817 |
| 3 | -802.8268 |
| 4 | -1125.8782 |
| 5 | -291.9457 |
| 6 | -802.5517 |
| 7 | -770.5190 |
| 8 | -520.7168 |